[1]
The following is a quantum chemistry calculation of 2 unconnected molecules or ions with the total composition C5H12N2O2 in a non-equilibrium geometry, from the Open Molecules 2025 dataset.

Energy relative to the best compared isomer or geometry (same formula, charge and spin) ... 0.2766 eV
Structure (SMILES) ... CCC(N)=O.CC(N)=O
Kohn-Sham gap ... 10.4 eV
E_HOMO ... -9.7 eV
2S+1 ... 1

Each line ends with the Mulliken charge.
Positions of all 21 atoms, in Å:
C 2.55 1.07 -0.95  -1.11
C 1.17 0.69 -0.29  0.13
C 0.19 1.80 -0.63  0.30
N -0.88 1.46 -1.39  -0.36
O 0.32 2.92 -0.17  -0.65
H 2.40 1.79 -1.75  0.31
H 3.04 0.20 -1.38  0.33
H 3.10 1.52 -0.13  0.29
H 0.77 -0.25 -0.66  0.12
H 1.35 0.71 0.77  0.21
H -1.43 2.22 -1.75  0.22
H -1.11 0.56 -1.76  0.21
C -0.75 -2.53 1.41  -1.12
C -1.52 -1.59 0.54  0.64
N -1.97 -0.48 1.18  -0.37
O -1.82 -1.82 -0.61  -0.62
H -1.21 -3.11 2.20  0.36
H 0.09 -2.05 1.94  0.30
H -0.25 -3.28 0.80  0.32
H -2.44 0.22 0.61  0.26
H -1.63 -0.03 2.02  0.23


[2]
The following is a quantum chemistry calculation of 2 unconnected molecules or ions with the total composition C23H37F3NO6S2, from the Open Molecules 2025 dataset.

Net charge ... +1
Kohn-Sham gap ... 8.6 eV
E_HOMO ... -11.0 eV
2S+1 ... 1

Each line ends with the Mulliken charge.
Positions of all 72 atoms, in Å:
O -0.11 4.04 1.75  -0.54
C -0.15 3.12 0.97  0.26
C -1.47 2.47 0.56  -0.92
C -2.55 3.29 -0.18  0.10
C -3.55 4.08 0.71  -1.08
C -4.29 3.20 1.72  -1.17
C -5.04 2.05 1.05  -0.44
O -4.26 0.89 0.86  -0.55
C -6.37 1.71 1.77  0.70
F -7.42 2.17 1.06  -0.28
F -6.45 2.26 3.00  -0.28
F -6.53 0.38 1.92  -0.26
C -2.88 5.30 1.36  0.49
S -4.22 6.30 2.13  -0.21
C -2.14 6.21 0.40  -1.19
O -1.22 5.51 -0.48  -0.29
S -1.90 4.42 -1.38  1.38
O -3.02 4.99 -2.06  -0.74
O -0.86 3.78 -2.12  -0.66
C 1.11 2.49 0.44  0.12
C 1.80 3.06 -0.62  -0.23
C 2.96 2.48 -1.08  -0.78
C 3.45 1.33 -0.48  -0.52
C 2.77 0.77 0.58  -0.43
C 1.60 1.34 1.04  -0.41
H -1.23 1.61 -0.07  0.41
H -1.89 2.07 1.48  0.43
H -3.11 2.59 -0.80  0.88
H -4.32 4.46 0.02  0.59
H -5.01 3.81 2.26  0.72
H -3.60 2.81 2.48  0.27
H -5.33 2.38 0.04  0.46
H -3.69 0.77 1.63  0.41
H -2.23 4.98 2.17  0.38
H -3.50 7.39 2.39  0.19
H -2.83 6.80 -0.21  0.50
H -1.51 6.89 0.97  0.46
H 1.44 3.97 -1.08  0.48
H 3.48 2.93 -1.92  0.42
H 4.36 0.88 -0.86  0.43
H 3.17 -0.12 1.06  0.46
H 1.08 0.90 1.88  0.43
C 0.30 -3.46 -0.49  -1.42
C 1.13 -4.72 -0.61  -0.26
N 2.13 -4.73 -1.75  0.01
C 1.38 -4.56 -3.03  -1.05
C 2.77 -6.10 -1.84  -0.32
C 3.64 -6.55 -0.67  -1.21
C 3.14 -3.60 -1.71  -0.83
C 3.96 -3.36 -0.45  -0.48
O 3.12 -3.03 0.63  -0.18
C 3.73 -3.23 1.90  -0.95
H -0.39 -3.34 -1.33  0.36
H -0.30 -3.54 0.41  0.43
H 0.91 -2.56 -0.40  0.31
H 0.49 -5.58 -0.78  0.57
H 1.69 -4.89 0.31  0.25
H 0.59 -5.31 -3.08  0.40
H 2.07 -4.68 -3.86  0.43
H 0.94 -3.56 -3.07  0.46
H 3.36 -6.09 -2.76  0.37
H 1.94 -6.78 -1.97  0.48
H 4.65 -6.17 -0.74  0.35
H 3.71 -7.64 -0.72  0.43
H 3.22 -6.30 0.30  0.26
H 2.57 -2.69 -1.92  0.52
H 3.81 -3.78 -2.54  0.37
H 4.61 -2.51 -0.70  0.38
H 4.61 -4.20 -0.21  0.36
H 4.81 -3.05 1.86  0.40
H 3.55 -4.24 2.27  0.33
H 3.29 -2.52 2.59  0.25


[3]
The following is a quantum chemistry calculation of 4 unconnected molecules or ions with the total composition C2H10NO5 in a non-equilibrium geometry, from the Open Molecules 2025 dataset.

Energy relative to the best compared isomer or geometry (same formula, charge and spin) ... 3.8531 eV
Net charge ... -1
Kohn-Sham gap ... 8.0 eV
E_HOMO ... -4.5 eV
2S+1 ... 1

Each line ends with the Mulliken charge.
Positions of all 18 atoms, in Å:
O -1.16 1.30 2.52  -0.66
C -0.75 0.33 1.89  0.05
N -1.02 0.45 0.55  -0.26
C -0.40 -0.68 -0.42  -0.37
O 0.68 -0.18 -0.82  -0.71
H -0.36 -0.51 2.38  0.40
H -1.34 1.34 0.16  0.18
H -1.13 -0.83 -1.37  0.18
H -0.22 -1.56 0.38  0.10
H 2.50 0.38 -2.46  0.26
H 1.47 -0.25 -2.42  0.49
O 1.93 0.02 -3.19  -0.69
H -2.52 -2.55 0.67  0.32
H -2.62 -1.00 0.60  0.36
O -2.97 -1.82 0.03  -0.68
H 2.63 0.31 -0.36  0.42
H 2.38 1.35 0.60  0.31
O 3.17 0.95 0.11  -0.69


[4]
The following is a quantum chemistry calculation of a single C2H6N2O2 molecule in a non-equilibrium geometry, from the Open Molecules 2025 dataset.

Energy relative to the best compared isomer or geometry (same formula, charge and spin) ... 0.0986 eV
Structure (SMILES) ... NCOC(N)=O
Kohn-Sham gap ... 10.9 eV
E_HOMO ... -10.1 eV
2S+1 ... 1

Each line ends with the Mulliken charge.
Positions of all 12 atoms, in Å:
N -0.96 0.55 1.89  -0.65
C -0.66 -0.55 0.99  -0.29
O -0.44 -0.04 -0.32  -0.36
C 0.80 -0.21 -0.82  0.67
N 0.85 0.26 -2.09  -0.37
O 1.76 -0.71 -0.26  -0.61
H -0.11 1.11 1.98  0.26
H -1.64 1.14 1.43  0.26
H -1.53 -1.21 0.94  0.28
H 0.17 -1.15 1.38  0.37
H 0.02 0.63 -2.52  0.21
H 1.72 0.18 -2.60  0.23


[5]
The following is a quantum chemistry calculation of 8 unconnected molecules or ions with the total composition C17H53N13O8 in a non-equilibrium geometry, from the Open Molecules 2025 dataset.

Energy relative to the best compared isomer or geometry (same formula, charge and spin) ... 1.7743 eV
Structure (SMILES) ... COC[C@H](C)N.COC[C@H](C)N.COC[C@H](C)N.NC(N)=O.NC(N)=O.NC(N)=O.NC(N)=O.NC(N)=O
Kohn-Sham gap ... 9.3 eV
E_HOMO ... -8.9 eV
2S+1 ... 1

Each line ends with the Mulliken charge.
Positions of all 91 atoms, in Å:
C -0.18 0.82 -3.61  -0.50
O -0.80 -0.40 -4.00  -0.40
C -0.45 -1.48 -3.18  0.01
C -0.90 -2.83 -3.84  0.25
C -2.35 -2.79 -4.21  -1.30
N -0.69 -3.97 -2.89  -0.70
H 0.91 0.88 -3.61  0.24
H -0.59 1.28 -2.70  0.04
H -0.42 1.47 -4.45  0.36
H 0.65 -1.52 -3.09  0.23
H -0.91 -1.42 -2.16  0.03
H -0.25 -3.07 -4.67  0.29
H -2.57 -1.93 -4.86  0.31
H -2.92 -2.67 -3.29  0.22
H -2.73 -3.68 -4.70  0.39
H -1.51 -4.00 -2.23  0.30
H 0.06 -3.77 -2.24  0.23
C -5.48 0.42 2.73  -0.84
O -4.22 1.01 2.60  -0.30
C -4.14 1.42 1.20  -0.83
C -4.02 0.20 0.28  0.22
C -2.99 -0.82 0.76  -0.90
N -3.79 0.77 -1.04  -0.60
H -6.27 1.11 2.49  0.36
H -5.64 0.02 3.72  0.29
H -5.56 -0.40 2.02  0.27
H -5.01 2.02 1.09  0.54
H -3.20 2.00 1.08  0.07
H -4.93 -0.37 0.16  0.44
H -1.95 -0.52 0.63  0.02
H -3.24 -1.72 0.21  0.38
H -3.08 -1.16 1.79  0.32
H -4.23 0.16 -1.76  0.29
H -2.84 0.97 -1.26  0.21
C 4.84 -6.97 -0.22  -0.78
O 4.67 -5.62 -0.46  -0.27
C 3.40 -5.17 0.03  -0.96
C 3.09 -3.88 -0.73  0.69
C 4.26 -2.87 -0.61  -1.13
N 1.86 -3.32 -0.25  -0.60
H 4.03 -7.61 -0.61  0.31
H 4.94 -7.13 0.85  0.30
H 5.73 -7.23 -0.79  0.26
H 2.57 -5.85 -0.08  0.45
H 3.41 -4.92 1.13  0.27
H 2.86 -4.31 -1.73  0.28
H 4.18 -2.50 0.43  0.26
H 4.17 -2.03 -1.27  0.21
H 5.25 -3.31 -0.69  0.40
H 1.63 -2.50 -0.83  0.07
H 2.01 -2.88 0.69  0.25
N 4.08 1.45 -2.68  -0.33
C 4.33 2.27 -3.81  0.52
N 5.59 2.07 -4.36  -0.38
O 3.46 2.93 -4.29  -0.58
H 3.14 1.31 -2.37  0.19
H 4.68 0.64 -2.53  0.21
H 5.93 2.69 -5.10  0.23
H 6.21 1.39 -3.97  0.17
N -2.14 2.89 4.37  -0.26
C -2.97 4.02 4.38  0.45
N -4.26 3.77 3.93  -0.37
O -2.66 5.17 4.77  -0.65
H -2.52 1.95 4.26  0.22
H -1.14 3.00 4.47  0.18
H -4.99 4.46 3.94  0.20
H -4.38 2.98 3.27  0.27
N 1.79 0.43 3.90  -0.38
C 1.32 -0.82 4.02  0.56
N 0.93 -1.37 5.22  -0.60
O 1.06 -1.46 3.07  -0.57
H 2.30 0.52 3.03  0.26
H 1.93 1.00 4.71  0.21
H 0.60 -2.30 5.05  0.32
H 1.71 -1.42 5.89  0.26
N -1.76 6.10 1.86  -0.38
C -0.60 5.71 1.15  0.50
N 0.00 6.77 0.38  -0.57
O -0.21 4.51 1.11  -0.65
H -1.86 7.03 2.17  0.25
H -2.10 5.51 2.59  0.17
H -0.71 7.40 -0.02  0.26
H 0.53 6.44 -0.42  0.27
N 0.29 1.23 0.84  0.00
C 1.11 1.47 -0.27  0.48
N 0.88 2.76 -0.73  -0.05
O 1.83 0.60 -0.81  -0.66
H 0.44 0.37 1.36  -0.09
H -0.11 1.98 1.40  0.12
H 0.29 3.34 -0.17  0.06
H 1.30 3.27 -1.47  0.24


[6]
The following is a quantum chemistry calculation of a molecular structure, C4H6N2O, from the Open Molecules 2025 dataset.

Energy relative to the best compared isomer or geometry (same formula, charge and spin) ... 4.6611 eV
Kohn-Sham gap ... 9.0 eV
E_HOMO ... -9.0 eV
2S+1 ... 1

Each line ends with the Mulliken charge.
Positions of all 13 atoms, in Å:
C 1.92 0.49 0.11  -1.12
C 0.47 0.27 -0.16  0.78
C -0.27 -0.94 0.13  -0.89
N -1.39 -0.81 -0.78  -0.31
C -1.52 0.55 -0.55  0.69
O -2.30 0.78 0.45  -0.50
N -0.33 1.22 -0.61  -0.55
H 2.13 1.56 0.18  0.30
H 2.55 0.07 -0.68  0.28
H 2.21 -0.01 1.04  0.33
H 0.21 -1.90 0.24  0.28
H -2.23 -1.29 -0.48  0.28
H -1.45 0.00 1.11  0.45


Question: What is the 2S+1 in the fifth record?
Answer: 1


Question: Among the records above, which one has the lowest E_HOMO?
Answer: C23H37F3NO6S2


Question: What is the formula in the second record?
Answer: C23H37F3NO6S2


Question: What is the formula in the fifth record?
Answer: C17H53N13O8